Record 1
Formula: C38H42As2NO4S2Sc
Source: the OMol25 dataset
Level of theory: the ωB97M-V functional and the def2-TZVPD basis

```
! wB97M-V def2-TZVPD RIJCOSX def2/J DEFGRID3
* xyz 2 1
Sc -0.01 -1.68 0.72
C 2.34 1.20 1.15
C 3.32 0.20 0.55
As 2.75 -1.67 0.66
C 2.67 -2.08 2.55
C 1.59 -1.57 3.28
C 1.40 -1.90 4.62
C 2.30 -2.76 5.24
C 3.36 -3.28 4.52
C 3.55 -2.96 3.18
C 4.22 -2.62 -0.09
C 5.50 -2.41 0.42
C 6.57 -3.06 -0.16
C 6.37 -3.91 -1.24
C 5.10 -4.11 -1.75
C 4.01 -3.46 -1.17
As 0.52 0.98 0.47
C -0.48 2.37 1.32
C 0.06 3.65 1.44
C -0.69 4.65 2.06
C -1.95 4.37 2.56
C -2.48 3.09 2.44
C -1.74 2.09 1.82
C 0.61 1.34 -1.41
C 0.22 0.32 -2.29
C 0.18 0.55 -3.66
C 0.53 1.80 -4.15
C 0.92 2.81 -3.28
C 0.96 2.59 -1.91
H 2.66 2.22 0.93
H 2.28 1.11 2.24
H 4.30 0.28 1.03
H 3.46 0.37 -0.52
H 0.86 -0.88 2.85
H 0.56 -1.50 5.17
H 2.17 -3.02 6.28
H 4.06 -3.96 5.00
H 4.38 -3.38 2.64
H 5.67 -1.75 1.27
H 7.57 -2.91 0.24
H 7.22 -4.42 -1.69
H 4.95 -4.77 -2.60
H 3.02 -3.61 -1.58
H 1.05 3.89 1.08
H -0.27 5.64 2.16
H -2.53 5.14 3.04
H -3.47 2.87 2.83
H -2.15 1.09 1.75
H -0.11 -0.65 -1.92
H -0.16 -0.23 -4.33
H 0.49 1.99 -5.21
H 1.18 3.78 -3.67
H 1.23 3.40 -1.25
C -3.45 6.31 -1.60
C -3.61 4.85 -1.93
C -4.81 4.37 -2.46
C -4.96 3.04 -2.80
C -3.89 2.17 -2.61
C -2.69 2.62 -2.09
C -2.56 3.96 -1.75
S -4.07 0.49 -3.09
O -3.11 0.18 -4.11
O -5.46 0.24 -3.25
N -3.56 -0.40 -1.81
C -4.15 -0.24 -0.49
C -3.84 -1.45 0.42
C -2.38 -1.64 0.61
O -1.77 -1.37 1.71
O -1.64 -2.04 -0.37
H -4.40 6.77 -1.34
H -3.04 6.85 -2.45
H -2.76 6.45 -0.76
H -5.63 5.06 -2.61
H -5.89 2.67 -3.21
H -1.86 1.94 -1.96
H -1.62 4.32 -1.33
H -2.58 -0.63 -1.88
H -5.23 -0.22 -0.61
H -3.85 0.69 0.00
H -4.22 -2.36 -0.06
H -4.31 -1.32 1.39
C -1.25 -5.13 0.75
S 0.16 -4.27 1.49
C 1.53 -5.18 0.77
H -1.27 -6.15 1.13
H -1.19 -5.12 -0.33
H -2.16 -4.62 1.07
H 1.45 -5.21 -0.32
H 1.52 -6.19 1.17
H 2.46 -4.69 1.06
*
```

Output
Relative energy (zero: lowest compared OMol25 entry of this formula, charge and spin), eV: 2.2456
HOMO, eV: -13.23
Max |F|, eV Å⁻¹: 1.1
Calculated total energy, Ha: -7857.1758

---

Record 2
Formula: C38H42AsCrN3O2S2
Source: the OMol25 dataset
Level of theory: the ωB97M-V functional and the def2-TZVPD basis

```
! wB97M-V def2-TZVPD RIJCOSX def2/J DEFGRID3
* xyz 1 4
Cr 0.58 0.84 0.32
S 2.50 -0.02 -0.72
C 2.76 -1.62 0.00
C 4.05 -2.15 -0.02
C 4.30 -3.41 0.50
C 3.27 -4.17 1.05
C 1.99 -3.66 1.07
C 1.73 -2.40 0.54
As -0.01 -1.60 0.52
C -0.84 -2.38 -1.05
C -2.21 -2.25 -1.24
C -2.80 -2.74 -2.39
C -2.02 -3.35 -3.37
C -0.65 -3.46 -3.18
C -0.05 -2.98 -2.02
C -0.96 -2.41 1.99
C -0.97 -1.74 3.21
C -1.59 -2.31 4.32
C -2.19 -3.56 4.20
C -2.18 -4.22 2.98
C -1.57 -3.65 1.87
H 4.86 -1.56 -0.43
H 5.31 -3.80 0.48
H 3.47 -5.15 1.46
H 1.18 -4.24 1.50
H -2.83 -1.78 -0.47
H -3.87 -2.65 -2.53
H -2.48 -3.73 -4.27
H -0.03 -3.94 -3.94
H 1.02 -3.07 -1.89
H -0.50 -0.77 3.31
H -1.59 -1.79 5.26
H -2.67 -4.01 5.05
H -2.65 -5.19 2.88
H -1.57 -4.18 0.92
C -4.28 2.58 0.96
C -3.71 1.49 1.86
S -2.00 1.64 2.35
O -1.22 1.56 1.03
C -1.94 3.35 2.92
C -1.70 4.41 1.84
H -5.23 2.24 0.55
H -3.62 2.81 0.13
H -4.47 3.49 1.52
H -3.75 0.50 1.39
H -4.25 1.41 2.81
H -1.14 3.35 3.66
H -2.88 3.50 3.45
H -1.25 3.97 0.95
H -1.03 5.18 2.22
H -2.63 4.89 1.53
C -2.47 1.36 -2.99
C -1.77 1.39 -1.80
N -0.50 0.95 -1.69
C 0.08 0.48 -2.79
C -0.53 0.44 -4.04
C -1.85 0.87 -4.12
C 0.17 -0.14 -5.21
C 1.45 0.02 -5.53
C 2.42 0.93 -4.88
C 2.16 2.28 -4.69
C 3.16 3.03 -4.10
N 4.32 2.51 -3.71
C 4.47 1.21 -3.97
N 3.60 0.40 -4.55
H -3.49 1.71 -3.01
H -2.22 1.75 -0.89
H 1.07 0.06 -2.66
H -2.38 0.83 -5.07
H -0.43 -0.78 -5.84
H 1.85 -0.56 -6.35
H 1.23 2.73 -5.01
H 3.03 4.10 -3.93
H 5.42 0.77 -3.68
C 1.48 2.95 3.30
C 1.23 1.45 3.40
C 1.98 0.87 4.60
C 1.64 0.72 2.12
H 1.17 3.48 4.21
H 0.96 3.41 2.46
H 2.55 3.13 3.17
H 0.16 1.29 3.61
H 3.06 0.99 4.46
H 1.78 -0.20 4.72
H 1.71 1.37 5.53
H 1.71 -0.35 2.32
H 2.67 1.03 1.88
O 1.95 3.61 -0.29
C 1.45 2.63 -0.04
*
```

Output
Relative energy (zero: lowest compared OMol25 entry of this formula, charge and spin), eV: 0.0000
HOMO (alpha / beta), eV: -10.03 / -10.14
⟨S²⟩: 3.8462
Max |F|, eV Å⁻¹: 1.4
Calculated total energy, Ha: -5864.3905

---

Record 3
Formula: C38H42AsF6N3O4P2Si2Ti
Source: the OMol25 dataset
Level of theory: the ωB97M-V functional and the def2-TZVPD basis

```
! wB97M-V def2-TZVPD RIJCOSX def2/J DEFGRID3
* xyz 0 1
Ti -0.69 -0.47 -0.49
C 1.37 -1.77 3.93
Si -0.05 -1.57 2.73
C -0.62 -3.33 2.44
C -1.41 -0.57 3.53
N 0.33 -0.70 1.23
P 1.80 -0.54 0.48
C 1.38 0.17 -1.01
P 0.74 1.76 -0.86
N -0.82 1.51 -0.41
Si -2.18 2.62 -0.66
C -2.89 2.52 -2.39
C -3.42 2.27 0.71
C -1.72 4.42 -0.46
C 0.77 2.60 -2.46
C 0.97 3.97 -2.61
C 0.89 4.55 -3.87
C 0.62 3.77 -4.98
C 0.42 2.40 -4.84
C 0.50 1.82 -3.59
C 1.50 2.93 0.29
C 2.82 3.34 0.09
C 3.40 4.26 0.95
C 2.65 4.78 2.01
C 1.35 4.36 2.21
C 0.78 3.43 1.36
C 3.06 0.26 1.50
C 2.76 1.04 2.61
C 3.77 1.67 3.31
C 5.09 1.54 2.90
C 5.40 0.79 1.77
C 4.38 0.16 1.07
C 2.47 -2.19 0.17
C 2.02 -2.86 -0.97
C 2.39 -4.18 -1.20
C 3.22 -4.83 -0.31
C 3.69 -4.17 0.82
C 3.31 -2.85 1.06
H 0.91 -2.19 4.83
H 1.92 -0.88 4.22
H 2.08 -2.51 3.56
H -0.41 -3.91 3.34
H -0.08 -3.78 1.61
H -1.69 -3.41 2.24
H -1.93 -1.15 4.29
H -2.15 -0.25 2.79
H -1.02 0.33 4.01
H -2.83 1.53 -2.84
H -2.36 3.21 -3.04
H -3.94 2.82 -2.38
H -3.42 1.23 1.04
H -4.43 2.53 0.42
H -3.17 2.87 1.59
H -1.16 4.78 -1.33
H -1.16 4.67 0.44
H -2.66 4.98 -0.43
H 1.16 4.59 -1.75
H 1.05 5.61 -3.98
H 0.56 4.23 -5.96
H 0.21 1.78 -5.70
H 0.38 0.75 -3.49
H 3.40 2.94 -0.74
H 4.42 4.57 0.80
H 3.10 5.51 2.67
H 0.78 4.76 3.04
H -0.23 3.08 1.53
H 1.73 1.16 2.91
H 3.53 2.27 4.18
H 5.88 2.03 3.45
H 6.42 0.70 1.44
H 4.62 -0.42 0.19
H 1.40 -2.35 -1.70
H 2.03 -4.68 -2.09
H 3.52 -5.86 -0.49
H 4.35 -4.67 1.51
H 3.69 -2.34 1.94
O -2.67 -0.14 -1.03
C -3.71 -0.76 -0.77
C -3.75 -2.09 -0.26
C -4.99 -2.73 -0.12
C -5.00 -4.08 0.13
C -3.82 -4.83 0.19
C -2.60 -4.21 0.04
C -2.54 -2.81 -0.13
O -1.39 -2.21 -0.19
N -6.29 -4.76 0.31
O -6.26 -5.96 0.47
O -7.30 -4.09 0.22
H -4.66 -0.27 -1.00
H -5.92 -2.19 -0.22
H -3.88 -5.89 0.34
H -1.68 -4.77 0.06
F -0.67 -1.02 -2.53
As -1.17 -2.29 -3.80
F -2.74 -2.23 -3.06
F -1.60 -0.94 -4.79
F -1.66 -3.44 -4.96
F 0.45 -2.21 -4.37
F -0.71 -3.50 -2.65
*
```

Output
Relative energy (zero: lowest compared OMol25 entry of this formula, charge and spin), eV: 0.1404
HOMO, eV: -8.51
Max |F|, eV Å⁻¹: 1.7
Calculated total energy, Ha: -6884.9127

---

Record 4
Formula: C38H42AsF6NO5P2S5SbSiTi
Source: the OMol25 dataset
Level of theory: the ωB97M-V functional and the def2-TZVPD basis

```
! wB97M-V def2-TZVPD RIJCOSX def2/J DEFGRID3
* xyz -1 1
Ti -0.38 -0.66 -0.72
C -1.79 3.77 1.66
P -1.64 1.94 1.39
C -3.39 1.51 1.74
C -0.86 1.48 3.00
C 0.41 2.29 3.29
P 1.57 2.57 1.84
C 3.06 1.69 2.46
C 2.10 4.28 2.24
H -2.11 3.99 2.68
H -2.53 4.18 0.97
H -0.84 4.28 1.47
H -3.74 2.01 2.65
H -3.49 0.43 1.84
H -4.01 1.83 0.89
H -0.64 0.41 2.95
H -1.58 1.64 3.82
H 0.97 1.81 4.10
H 0.13 3.29 3.63
H 3.39 2.11 3.42
H 3.87 1.77 1.73
H 2.85 0.63 2.59
H 2.36 4.39 3.30
H 1.31 4.99 2.00
H 2.97 4.52 1.63
S -4.12 -3.91 -1.14
Sb -1.93 -3.62 -0.70
S -1.86 -1.64 0.77
S -0.97 -2.04 -2.62
F 1.02 -2.09 3.09
C 1.48 -2.76 2.03
F 2.65 -3.31 2.37
F 0.64 -3.73 1.71
S 1.80 -1.54 0.64
O 0.85 -0.43 0.96
O 3.20 -1.27 0.76
N 1.21 -2.32 -0.62
S 2.05 -2.15 -2.20
O 3.50 -1.94 -2.01
O 1.17 0.26 -1.55
C 2.05 -4.00 -2.48
F 0.95 -4.65 -2.13
F 3.08 -4.55 -1.85
F 2.23 -4.16 -3.81
O -1.66 0.41 -1.45
As -2.05 0.25 -3.14
C -3.05 1.94 -3.15
C -3.19 2.72 -2.01
C -4.01 3.84 -2.02
C -4.68 4.20 -3.18
C -4.55 3.42 -4.32
C -3.75 2.29 -4.30
C -3.58 -0.77 -3.70
C -3.55 -1.50 -4.88
C -4.67 -2.24 -5.24
C -5.79 -2.26 -4.41
C -5.79 -1.55 -3.22
C -4.68 -0.78 -2.87
C -0.80 0.58 -4.59
C -0.10 -0.45 -5.21
C 0.77 -0.17 -6.26
C 0.95 1.15 -6.68
C 0.26 2.17 -6.05
C -0.61 1.90 -5.00
H -2.66 2.43 -1.11
H -4.11 4.44 -1.13
H -5.31 5.08 -3.19
H -5.09 3.69 -5.23
H -3.68 1.67 -5.19
H -2.67 -1.51 -5.50
H -4.66 -2.81 -6.16
H -6.64 -2.87 -4.67
H -6.63 -1.60 -2.55
H -4.68 -0.23 -1.93
H -0.21 -1.47 -4.88
H 1.31 -0.97 -6.73
H 1.63 1.37 -7.49
H 0.41 3.20 -6.36
H -1.10 2.71 -4.50
C 0.17 5.63 -2.94
C 1.16 5.15 -3.79
C 1.69 3.89 -3.57
C 1.24 3.07 -2.53
C 0.24 3.57 -1.70
C -0.28 4.84 -1.90
Si 2.10 1.44 -2.23
C 3.63 1.88 -1.22
C 4.54 0.92 -0.77
C 5.69 1.28 -0.09
C 5.98 2.62 0.16
C 5.10 3.59 -0.28
C 3.94 3.23 -0.97
H -0.24 6.62 -3.10
H 1.52 5.76 -4.61
H 2.47 3.53 -4.23
H -0.12 2.96 -0.88
H -1.05 5.22 -1.23
H 2.54 0.97 -3.57
H 4.34 -0.13 -0.95
H 6.37 0.51 0.26
H 6.88 2.89 0.69
H 5.30 4.64 -0.09
H 3.26 4.01 -1.28
*
```

Output
Relative energy (zero: lowest compared OMol25 entry of this formula, charge and spin), eV: 0.7815
HOMO, eV: -4.74
Max |F|, eV Å⁻¹: 1.4
Calculated total energy, Ha: -8792.2988

---

Record 5
Formula: C38H42BMoN10S3
Source: the OMol25 dataset
Level of theory: the ωB97M-V functional and the def2-TZVPD basis

```
! wB97M-V def2-TZVPD RIJCOSX def2/J DEFGRID3
* xyz 3 3
Mo 0.38 0.35 0.56
C -4.45 1.37 -1.48
C -4.09 0.58 -0.23
C -4.92 -0.51 -0.06
C -4.70 -1.44 0.95
C -3.67 -1.18 1.89
C -2.93 -0.04 1.68
N -3.09 0.83 0.62
C -1.92 0.29 2.73
C -2.25 0.09 4.12
C -1.29 0.34 5.08
C -0.15 1.06 4.73
C 0.16 1.25 3.42
N -0.69 0.78 2.43
C 1.33 1.95 2.87
C 2.23 2.51 3.73
C 3.32 3.22 3.25
C 3.50 3.24 1.85
C 2.61 2.57 1.02
C 2.67 2.67 -0.52
N 1.56 1.92 1.55
H -5.42 1.00 -1.82
H -4.55 2.47 -1.26
H -3.68 1.24 -2.28
H -5.73 -0.75 -0.83
H -5.44 -2.21 1.12
H -3.51 -1.80 2.74
H -3.24 -0.30 4.33
H -1.56 0.17 6.14
H 0.62 1.23 5.50
H 2.21 2.19 4.75
H 4.07 3.71 3.86
H 4.25 3.80 1.35
H 1.67 2.64 -0.96
H 3.27 3.56 -0.68
H 3.24 1.82 -0.90
C 2.17 -3.01 4.26
N 2.03 -3.67 2.98
C 2.69 -4.89 2.62
C 2.42 -5.04 1.31
N 1.56 -4.03 0.88
B 1.09 -3.74 -0.58
N 2.08 -2.95 -1.46
C 2.63 -3.50 -2.65
C 3.58 -2.60 -3.06
N 3.70 -1.60 -2.10
C 4.58 -0.45 -2.13
C 2.68 -1.78 -1.19
S 2.69 -0.79 0.26
C 1.38 -3.18 1.92
S 0.35 -1.75 2.05
H 3.16 -2.54 4.29
H 2.21 -3.82 5.10
H 1.39 -2.31 4.37
H 3.26 -5.50 3.35
H 2.81 -5.72 0.58
H 0.70 -4.61 -1.24
H 0.08 -3.21 -0.35
H 2.28 -4.43 -3.11
H 4.21 -2.70 -3.93
H 5.64 -0.66 -1.93
H 4.16 0.25 -1.36
H 4.59 0.02 -3.16
N 1.21 0.58 -3.21
C 0.13 -0.27 -3.02
S -0.68 -0.45 -1.45
N -0.36 -0.97 -4.02
C -1.66 -1.59 -4.13
C -1.70 -2.91 -4.42
C -2.90 -3.59 -4.90
C -4.04 -2.81 -5.06
C -3.99 -1.40 -4.77
C -2.87 -0.86 -4.10
H 1.64 1.10 -2.42
H 1.55 0.61 -4.15
H 0.10 -0.94 -4.94
H -0.73 -3.41 -4.30
H -2.76 -4.61 -5.23
H -4.93 -3.18 -5.47
H -4.86 -0.78 -4.95
H -2.87 0.12 -3.70
N -0.83 2.28 -0.11
C -0.72 3.65 0.26
C -1.13 3.95 1.56
C -0.89 5.25 2.01
C -0.44 6.24 1.14
C -0.24 5.90 -0.21
C -0.38 4.64 -0.65
H -0.68 2.21 -1.11
H -1.82 1.86 0.06
H -1.53 3.22 2.23
H -1.15 5.51 3.04
H -0.33 7.19 1.57
H 0.18 6.65 -0.85
H -0.25 4.41 -1.70
*
```

Output
HOMO (alpha / beta), eV: -15.52 / -15.61
⟨S²⟩: 2.1189
Max |F|, eV Å⁻¹: 3.1
Calculated total energy, Ha: -3307.6186